1.
Entry from OMol25: a single C16H15NO5S2 molecule (ωB97M-V/def2-TZVPD).

The LUMO energy comes out at -0.7 eV. The calculation puts the HOMO-LUMO gap at 7.74 eV. The molar mass comes out at 365.43 g mol⁻¹. Its SMILES is CCOC(=O)CSC1=NC(=O)/C(=C\c2ccc(OC(C)=O)cc2)S1. The energy is -1846.05161 Ha. The energy relative to the best compared isomer or geometry (same formula, charge and spin) comes out at 0.008 eV.

```
39
Properties=species:S:1:pos:R:3:lowdin_charge:R:1
C -3.49 -4.40 -0.51 -0.062
C -3.26 -3.08 0.20 -0.205
H -2.23 -2.73 0.06 0.114
H -3.48 -3.15 1.27 0.123
O -4.12 -2.09 -0.38 -0.014
C -4.43 -1.04 0.36 -0.618
O -4.21 -0.91 1.54 0.094
C -5.22 -0.03 -0.47 -0.320
H -6.27 -0.04 -0.18 0.093
H -5.11 -0.26 -1.53 0.092
S -4.63 1.65 -0.15 0.988
C -2.94 1.35 -0.17 -0.928
N -2.46 0.19 -0.40 0.066
C -1.09 0.11 -0.29 -0.459
O -0.47 -0.92 -0.45 0.096
C -0.49 1.44 0.03 -0.398
C 0.80 1.83 0.11 -0.045
C 2.01 1.05 0.08 -0.209
C 2.11 -0.26 0.57 -0.007
C 3.31 -0.93 0.53 0.020
C 4.44 -0.31 0.00 -0.212
C 4.37 0.99 -0.48 0.006
C 3.17 1.66 -0.42 -0.014
H 3.11 2.67 -0.79 0.117
H 5.24 1.47 -0.88 0.113
O 5.59 -1.09 -0.04 0.070
C 6.83 -0.59 0.03 -0.509
O 7.10 0.58 0.17 0.120
C 7.83 -1.70 -0.08 0.026
H 7.65 -2.28 -0.98 0.090
H 7.72 -2.37 0.78 0.092
H 8.84 -1.29 -0.09 0.088
H 3.39 -1.93 0.91 0.123
H 1.24 -0.74 0.99 0.111
H 0.96 2.90 0.19 0.113
S -1.79 2.63 0.16 1.014
H -3.30 -4.30 -1.57 0.077
H -2.82 -5.15 -0.10 0.077
H -4.52 -4.73 -0.37 0.076
```


2.
Entry from OMol25: a molecular structure, C16H16BiN3O5 (ωB97M-V/def2-TZVPD).

The LUMO energy comes out at -7.1 eV. The calculation puts the HOMO-LUMO gap at 8.26 eV. The molar mass comes out at 539.30 g mol⁻¹. As for the net charge: +2. The energy is -1373.69208 Ha. The energy relative to the best compared isomer or geometry (same formula, charge and spin) comes out at 0.299 eV.

```
41
Properties=species:S:1:pos:R:3:lowdin_charge:R:1
Bi 0.04 -1.26 0.32 1.984
O -1.96 -2.18 -0.61 -0.178
C -3.07 -1.65 -0.58 -0.147
C -3.40 -0.31 -0.19 -0.115
C -4.76 0.04 -0.22 0.081
C -5.17 1.33 0.03 -0.106
C -4.23 2.33 0.27 0.064
C -2.89 2.01 0.33 0.030
C -2.44 0.69 0.14 -0.283
O -1.12 0.51 0.27 -0.332
N -6.61 1.64 0.03 -0.361
O -7.35 0.70 -0.06 0.121
O -6.90 2.80 0.12 0.131
H -3.92 -2.25 -0.92 0.159
H -5.51 -0.71 -0.44 0.141
H -4.56 3.35 0.40 0.140
H -2.15 2.78 0.53 0.131
O 0.05 -0.49 2.69 -0.214
C 1.31 -0.12 3.27 -0.208
C 1.73 1.30 2.91 -0.136
C 1.70 1.57 1.40 -0.131
C 2.65 0.76 0.58 -0.260
C 4.01 1.05 0.52 0.035
C 4.82 0.35 -0.35 0.014
C 4.25 -0.63 -1.16 -0.003
C 2.91 -0.92 -1.00 -0.140
N 2.14 -0.24 -0.15 -0.105
H -0.59 0.19 2.94 0.123
H 2.04 -0.86 2.91 0.126
H 1.24 -0.22 4.36 0.142
H 2.73 1.47 3.30 0.132
H 1.06 2.00 3.39 0.131
H 1.93 2.63 1.25 0.142
H 0.69 1.40 1.01 0.072
H 4.42 1.82 1.15 0.138
H 5.88 0.55 -0.40 0.134
H 4.84 -1.17 -1.90 0.129
H 2.43 -1.70 -1.57 0.104
N -0.36 -0.19 -3.00 0.257
C -0.01 -0.69 -2.03 -0.083
H -0.65 0.21 -3.88 0.143
```


3.
Entry from OMol25: a single C16H16F2N4O2S2 molecule in a non-equilibrium geometry (ωB97M-V/def2-TZVPD).

The LUMO energy comes out at -0.2 eV. The calculation puts the HOMO-LUMO gap at 8.34 eV. The molar mass comes out at 398.46 g mol⁻¹. Its SMILES is O=C(CSc1nnc(NC(=O)c2ccc(F)cc2F)s1)NC1CCCC1. The energy is -1984.94985 Ha. The energy relative to the best compared isomer or geometry (same formula, charge and spin) comes out at 0.000 eV.

```
42
Properties=species:S:1:pos:R:3:lowdin_charge:R:1
O 4.98 0.25 2.11 0.065
C 4.59 0.53 1.00 -0.575
N 4.35 -0.37 0.03 0.067
H 4.03 -0.05 -0.87 0.099
C 4.33 -1.80 0.26 -0.283
C 2.91 -2.37 0.07 -0.127
H 2.27 -1.60 -0.37 0.104
H 2.46 -2.67 1.02 0.113
C 3.06 -3.54 -0.90 -0.195
H 3.30 -4.45 -0.36 0.111
H 2.15 -3.71 -1.48 0.105
C 4.25 -3.13 -1.77 -0.198
H 4.67 -3.97 -2.32 0.105
H 3.94 -2.38 -2.49 0.110
C 5.22 -2.54 -0.75 -0.138
H 5.95 -1.88 -1.20 0.111
H 5.76 -3.35 -0.25 0.113
H 4.69 -1.93 1.28 0.144
C 4.42 1.99 0.59 -0.355
H 4.09 2.55 1.46 0.088
H 5.38 2.39 0.25 0.087
S 3.26 2.29 -0.78 0.915
C 1.82 1.63 -0.09 -0.946
N 1.77 1.13 1.10 -0.044
N 0.57 0.67 1.42 0.018
C -0.30 0.81 0.48 -0.572
N -1.60 0.40 0.59 0.131
C -2.49 0.58 -0.43 -0.415
O -2.15 1.11 -1.47 -0.009
C -3.90 0.14 -0.21 -0.059
C -4.36 -0.67 0.83 -0.199
C -5.68 -1.04 0.94 0.079
C -6.57 -0.59 -0.02 -0.261
C -6.17 0.22 -1.07 0.011
C -4.83 0.57 -1.15 0.008
H -4.48 1.19 -1.96 0.126
H -6.88 0.56 -1.80 0.123
F -7.86 -0.94 0.08 0.086
H -6.01 -1.68 1.75 0.136
F -3.51 -1.14 1.77 0.077
H -1.85 -0.03 1.47 0.146
S 0.31 1.57 -0.98 1.098
```


4.
Entry from OMol25: a single C16H16F6N4O4S molecule in a non-equilibrium geometry (ωB97M-V/def2-TZVPD).

The LUMO energy comes out at 0.0 eV. The calculation puts the HOMO-LUMO gap at 9.32 eV. The molar mass comes out at 474.38 g mol⁻¹. Its SMILES is Cc1noc(NS(=O)(=O)c2ccc(NC(=O)NC(C)(C(F)(F)F)C(F)(F)F)cc2)c1C. The energy is -2136.70248 Ha. The energy relative to the best compared isomer or geometry (same formula, charge and spin) comes out at 0.125 eV.

```
47
Properties=species:S:1:pos:R:3:lowdin_charge:R:1
C 0.13 -2.92 0.14 0.010
C -0.78 -1.87 -0.37 -0.278
N -0.34 -0.73 -0.84 0.101
O -1.43 0.01 -1.23 0.025
C -2.54 -0.69 -0.95 -0.327
C -2.20 -1.91 -0.42 -0.161
C -3.10 -3.02 0.02 -0.020
H -3.14 -3.80 -0.74 0.089
H -4.10 -2.64 0.19 0.077
H -2.72 -3.46 0.94 0.081
N -3.75 -0.10 -1.17 0.024
H -4.53 -0.71 -1.00 0.117
S -4.10 1.50 -0.59 0.702
O -4.03 2.41 -1.69 -0.261
O -5.35 1.32 0.09 -0.285
C -2.73 1.71 0.51 -0.302
C -1.62 2.40 0.05 -0.042
C -0.40 2.21 0.67 0.000
C -0.30 1.31 1.74 -0.231
C -1.46 0.73 2.27 0.007
C -2.67 0.91 1.64 -0.050
H -3.57 0.42 1.98 0.124
H -1.39 0.09 3.14 0.119
N 0.94 0.97 2.27 0.153
C 2.13 0.76 1.59 -0.512
O 3.17 0.65 2.18 0.110
N 1.98 0.66 0.22 0.142
H 1.08 0.32 -0.15 0.088
C 3.08 0.54 -0.69 -0.276
C 2.53 0.18 -2.07 0.017
H 3.32 0.18 -2.82 0.100
H 1.77 0.91 -2.35 0.100
H 2.06 -0.80 -2.04 0.089
C 4.10 -0.56 -0.25 -0.571
F 4.69 -1.13 -1.33 0.142
F 3.46 -1.56 0.37 0.151
F 5.09 -0.15 0.52 0.177
C 3.81 1.90 -0.80 -0.579
F 4.84 1.83 -1.66 0.166
F 4.27 2.39 0.34 0.182
F 2.96 2.82 -1.29 0.145
H 0.99 0.76 3.25 0.159
H 0.48 2.71 0.32 0.122
H -1.72 3.03 -0.82 0.124
H 1.15 -2.54 0.21 0.068
H -0.20 -3.24 1.13 0.088
H 0.11 -3.78 -0.52 0.095
```


5.
Entry from OMol25: a molecular structure, C16H16F7MoN3O9Sb (ωB97M-V/def2-TZVPD).

The LUMO energy (spin up / spin down) comes out at -7.4 / -9.2 eV. The calculation puts the HOMO-LUMO gap (spin up / spin down) at 7.15 / 5.43 eV. The molar mass comes out at 745.00 g mol⁻¹. As for the multiplicity: 2. As for the net charge: +2. The energy is -2467.88443 Ha. The energy relative to the best compared isomer or geometry (same formula, charge and spin) comes out at 1.354 eV. As for the expectation value of S²: 1.086.

```
53
Properties=species:S:1:pos:R:3:lowdin_charge:R:1
Mo 0.57 0.47 -0.65 1.885
O 2.95 -0.39 -4.07 0.226
C 2.37 -0.09 -2.95 -0.413
O 1.18 0.20 -2.85 0.031
C 3.29 -0.15 -1.76 -0.142
C 4.59 -0.62 -1.76 0.077
C 5.22 -0.77 -0.53 0.047
C 4.54 -0.50 0.65 0.068
C 3.24 -0.03 0.57 -0.147
N 2.68 0.18 -0.62 0.019
C 2.25 0.15 1.69 -0.416
O 2.63 0.06 2.92 0.249
O 1.05 0.36 1.46 0.008
H 2.31 -0.38 -4.81 0.180
H 5.08 -0.90 -2.68 0.148
H 6.23 -1.15 -0.49 0.142
H 5.02 -0.70 1.60 0.140
H 3.57 -0.12 3.04 0.151
C 0.30 4.46 -0.03 -0.031
C -0.21 3.55 -1.12 -0.402
C 0.22 3.95 -2.51 -0.031
O 0.31 2.20 -0.85 -0.338
H -0.14 5.45 -0.16 0.103
H 1.38 4.56 -0.07 0.093
H 0.01 4.10 0.96 0.089
H -1.29 3.42 -1.06 0.155
H 1.31 4.04 -2.57 0.093
H -0.21 4.91 -2.76 0.103
H -0.12 3.22 -3.25 0.088
F -4.77 -2.97 3.91 0.247
C -4.76 -1.96 3.11 -0.077
C -4.18 -2.07 1.85 0.125
N -4.18 -1.04 1.03 0.076
C -3.49 -1.14 -0.26 0.021
C -1.99 -0.92 0.02 -0.589
O -1.45 -1.69 0.79 0.054
O -1.46 0.08 -0.60 -0.154
C -4.72 0.26 1.40 -0.391
O -4.63 1.17 0.63 0.196
N -5.32 0.30 2.62 0.241
C -5.40 -0.71 3.57 -0.349
O -5.93 -0.60 4.63 0.219
H -3.70 -2.99 1.53 0.178
H -3.91 -0.43 -0.96 0.142
H -3.61 -2.16 -0.60 0.154
H -5.74 1.19 2.88 0.196
F 0.82 -1.46 -0.77 -0.461
Sb 1.27 -3.63 -0.06 1.541
F 2.72 -3.08 -1.14 -0.324
F 0.15 -3.84 -1.53 -0.308
F 2.08 -5.27 0.20 -0.296
F -0.13 -4.02 1.10 -0.310
F 2.00 -2.54 1.30 -0.308
```